54
Properties=species:S:1:pos:R:3:forces:R:3:mulliken_charge:R:1 method="wB97M-V/def2-TZVPD" mol_weight_g_mol=690.24 max_force_ha_per_bohr=0.0151 total_charge=+1 gap_ev="7.10 / 7.10" e_above_lowest_kcal_mol=0.0 homo_energy_ev="-10.63 / -10.63" e_tot_ev=-118985.3971
W -1.2571 0.0924 1.4836 0.0380 0.5778 0.5103 1.459
N -5.1804 -1.0662 0.1414 0.0057 0.0179 -0.0189 -0.400
C -4.0582 -0.3877 0.4192 -0.0770 -0.0355 -0.0321 0.670
S -3.4230 -0.5385 2.0745 0.2162 0.0618 0.0003 -0.461
N -3.5068 0.3376 -0.5063 0.0021 -0.0020 0.0252 -1.331
N -2.3736 0.9972 -0.0419 -0.0211 -0.1945 -0.0714 0.628
C -2.1677 2.1694 -0.5410 0.0081 -0.0078 -0.0152 -0.397
C -1.1442 3.0691 -0.0639 -0.0206 -0.0688 0.0197 0.522
C -0.8229 4.2094 -0.8155 0.0247 0.0149 0.0278 -0.615
C 0.1055 5.1174 -0.3588 -0.0151 -0.0116 -0.0081 -0.713
C 0.7188 4.9154 0.8787 0.0187 -0.0096 0.0295 -0.509
C 0.3976 3.8208 1.6576 -0.0142 0.0089 -0.0026 -0.528
C -0.5346 2.9012 1.1907 0.1757 0.1729 -0.0937 0.885
O -0.8855 1.8587 1.9809 -0.3065 -0.6742 -0.2357 -0.726
H -5.6382 -1.6081 0.8506 0.0039 -0.0023 0.0042 0.204
H -5.6104 -0.9659 -0.7624 -0.0045 -0.0031 -0.0011 0.243
H -2.8526 2.5011 -1.3162 -0.0243 0.0014 0.0417 0.501
H -1.3180 4.3641 -1.7667 0.0001 -0.0043 0.0023 0.445
H 0.3496 5.9892 -0.9495 0.0026 -0.0006 -0.0011 0.438
H 1.4435 5.6312 1.2433 -0.0035 0.0006 0.0004 0.425
H 0.8422 3.6650 2.6309 0.0065 0.0043 0.0002 0.501
Br 0.7784 -8.2490 2.0372 -0.0010 0.0046 0.0004 -0.140
C 0.3685 -6.4161 1.9153 -0.0034 -0.0040 -0.0064 0.116
C -0.0782 -5.9012 0.7046 0.0034 0.0030 -0.0006 -0.629
C -0.3778 -4.5550 0.6170 0.0020 -0.0090 0.0134 -0.325
C -0.2291 -3.7383 1.7362 -0.0170 0.0154 -0.0163 0.105
C 0.2160 -4.2663 2.9464 -0.0039 -0.0023 -0.0130 -0.364
C 0.5175 -5.6117 3.0380 0.0055 0.0001 0.0091 -0.585
C -0.5435 -2.3170 1.6426 0.0355 -0.0243 0.0468 1.168
O -0.9541 -1.7805 0.5460 -0.0597 0.1282 -0.0809 -0.751
O -0.4478 -1.5240 2.6323 -0.0904 0.0463 -0.2098 -0.889
H -0.1897 -6.5507 -0.1516 0.0002 -0.0004 -0.0005 0.441
H -0.7324 -4.1308 -0.3124 -0.0018 0.0004 -0.0015 0.487
H 0.3202 -3.6190 3.8063 -0.0004 0.0004 0.0043 0.490
H 0.8632 -6.0391 3.9682 -0.0003 0.0010 -0.0001 0.440
O 0.7872 0.2355 0.7891 0.1477 0.0113 0.0755 -0.826
C 1.3480 0.1797 -0.3352 -0.0419 0.0004 0.0124 0.414
C 0.6083 0.0008 -1.6295 -0.0051 -0.0077 -0.0165 -0.343
C 0.7491 1.2054 -2.6017 -0.0063 -0.0199 -0.0059 -0.933
C 1.8104 2.2392 -2.2241 -0.0053 0.0225 0.0031 -0.244
C 3.2480 1.7269 -2.3065 0.0028 0.0036 0.0007 -0.713
C 3.4212 0.3658 -1.6327 0.0025 -0.0253 0.0089 -0.800
N 2.6677 0.2752 -0.3841 0.0125 0.0153 -0.0055 -0.008
H -0.4351 -0.1933 -1.3962 0.0148 0.0114 0.0003 -0.018
H 0.9936 -0.9110 -2.0910 0.0015 -0.0032 -0.0012 0.655
H -0.2173 1.7077 -2.6556 0.0052 0.0088 0.0107 0.388
H 0.9493 0.8249 -3.6050 -0.0007 -0.0037 0.0013 0.394
H 1.6111 2.6123 -1.2141 -0.0113 -0.0065 0.0033 -0.089
H 1.7051 3.1057 -2.8785 0.0042 -0.0031 -0.0055 0.540
H 3.9165 2.4571 -1.8466 -0.0007 0.0015 -0.0017 0.369
H 3.5584 1.6281 -3.3488 -0.0061 -0.0031 -0.0025 0.363
H 4.4650 0.1636 -1.4029 -0.0013 0.0075 0.0013 0.469
H 3.0850 -0.4367 -2.2893 0.0038 0.0041 -0.0071 0.242
H 3.1331 0.4393 0.4974 -0.0004 -0.0195 0.0021 0.330